1.
{
  "formula": "C32H69BCl2N5O13P2S",
  "method": "the ωB97M-V functional and the def2-TZVPD basis",
  "homo_lumo_gap_ha": 0.27372,
  "total_energy_ev": -123499.2247,
  "homo_energy_ev": -10.50,
  "charge": 1,
  "max_force_ha_per_bohr": 0.026,
  "symbols": ["C", "C", "C", "C", "N", "P", "O", "O", "S", "C", "N", "C", "O", "C", "C", "O", "C", "C", "B", "O", "C", "C", "N", "P", "N", "O", "O", "C", "N", "C", "C", "C", "C", "C", "Cl", "C", "C", "Cl", "H", "H", "H", "H", "H", "H", "H", "H", "H", "H", "H", "H", "H", "H", "H", "H", "H", "H", "H", "H", "H", "H", "H", "H", "H", "H", "H", "H", "H", "H", "H", "H", "H", "H", "H", "H", "H", "H", "H", "H", "H", "C", "O", "C", "C", "O", "C", "C", "O", "C", "H", "H", "H", "H", "H", "H", "H", "H", "H", "H", "H", "H", "H", "H", "C", "O", "C", "C", "O", "C", "C", "O", "C", "H", "H", "H", "H", "H", "H", "H", "H", "H", "H", "H", "H", "H", "H"],
  "coordinates": [[1.50, 1.99, 2.70], [1.96, 1.78, 1.61], [2.51, 1.46, 0.30], [1.57, 0.83, -0.73], [0.26, 1.51, -1.02], [0.07, 3.18, -1.16], [-1.51, 3.25, -1.40], [0.29, 3.71, 0.32], [1.17, 4.07, -2.45], [-0.43, 0.49, -1.65], [-0.96, 0.42, -2.82], [-0.98, 1.58, -3.75], [-1.30, 1.05, -5.00], [-2.52, 1.58, -5.54], [-2.37, 3.04, -5.96], [-3.29, 3.79, -5.19], [-3.11, 5.21, -5.27], [-3.23, 5.79, -3.87], [-1.62, -0.88, -3.40], [-0.90, -1.63, -4.24], [-3.06, -1.28, -2.98], [-3.65, -2.37, -3.88], [-0.34, -0.67, -0.83], [-1.53, -0.46, 0.41], [-1.21, 0.21, 1.75], [-2.66, 0.36, -0.39], [-2.15, -1.92, 0.43], [1.12, -0.67, -0.51], [1.46, -1.07, 0.84], [0.96, -2.36, 1.38], [0.71, -2.28, 2.89], [0.13, -3.58, 3.44], [-1.36, -3.77, 3.11], [1.84, -1.70, -1.53], [0.73, -3.04, -1.87], [2.43, -1.07, -2.81], [3.84, -0.52, -2.55], [2.55, -2.22, -4.18], [1.15, 2.16, 3.69], [3.34, 0.77, 0.44], [2.94, 2.35, -0.16], [2.08, 0.94, -1.68], [-1.94, 3.89, -0.82], [0.22, 4.68, 0.30], [-1.73, 2.30, -3.44], [0.02, 2.01, -3.78], [-2.79, 0.94, -6.37], [-3.31, 1.50, -4.79], [-1.35, 3.38, -5.76], [-2.60, 3.15, -7.02], [-3.91, 5.61, -5.89], [-2.14, 5.44, -5.72], [-3.91, 5.18, -3.29], [-3.63, 6.80, -3.90], [-2.27, 5.79, -3.36], [-0.04, -1.30, -4.52], [-2.99, -1.65, -1.96], [-3.68, -0.39, -2.94], [-4.62, -2.70, -3.51], [-3.00, -3.24, -3.91], [-3.77, -2.03, -4.91], [-0.24, 0.48, 1.88], [-2.87, 1.14, 0.14], [-3.03, -1.91, 0.83], [2.47, -1.09, 0.90], [0.10, -2.73, 0.84], [1.74, -3.11, 1.26], [1.68, -2.13, 3.38], [0.08, -1.43, 3.13], [0.28, -3.62, 4.52], [0.68, -4.39, 2.98], [-1.86, -2.81, 3.21], [-1.83, -4.52, 3.73], [-1.46, -4.05, 2.06], [2.66, -2.18, -1.00], [1.76, -0.31, -3.20], [4.04, 0.35, -3.17], [4.56, -1.28, -2.83], [3.98, -0.27, -1.50], [10.35, 4.54, -0.44], [9.15, 4.90, -1.10], [9.36, 5.18, -2.47], [8.07, 5.08, -3.24], [7.69, 3.74, -3.55], [7.16, 2.96, -2.50], [5.73, 3.32, -2.14], [5.69, 4.45, -1.29], [4.40, 5.01, -1.24], [11.09, 5.34, -0.49], [10.10, 4.35, 0.60], [10.78, 3.62, -0.87], [10.10, 4.48, -2.90], [9.76, 6.20, -2.57], [8.22, 5.56, -4.21], [7.27, 5.60, -2.72], [7.80, 2.99, -1.62], [7.15, 1.94, -2.89], [5.28, 2.46, -1.61], [5.16, 3.51, -3.06], [4.08, 5.36, -2.24], [4.43, 5.86, -0.57], [3.67, 4.29, -0.87], [-5.94, -8.53, 7.64], [-5.87, -7.12, 7.68], [-4.55, -6.66, 7.92], [-4.40, -5.22, 7.48], [-4.22, -5.06, 6.08], [-5.36, -5.24, 5.26], [-6.35, -4.11, 5.34], [-7.17, -4.23, 6.49], [-7.85, -3.04, 6.80], [-5.61, -8.98, 8.59], [-6.98, -8.80, 7.47], [-5.33, -8.94, 6.83], [-3.83, -7.28, 7.39], [-4.35, -6.72, 9.00], [-3.49, -4.83, 7.93], [-5.24, -4.62, 7.84], [-5.85, -6.20, 5.46], [-4.97, -5.27, 4.24], [-6.99, -4.13, 4.45], [-5.81, -3.15, 5.37], [-7.14, -2.23, 7.02], [-8.45, -3.22, 7.68], [-8.50, -2.72, 5.98]]
}

2.
{
  "formula": "C13H25N5O4",
  "method": "the ωB97M-V functional and the def2-TZVPD basis",
  "homo_lumo_gap_ha": 0.33366,
  "total_energy_ev": -29527.5457,
  "homo_energy_ev": -8.61,
  "max_force_ha_per_bohr": 0.118,
  "relative_energy_kj_mol": 160.1,
  "symbols": ["O", "O", "O", "O", "C", "C", "C", "C", "N", "N", "N", "N", "N", "C", "C", "C", "C", "C", "C", "C", "C", "C", "H", "H", "H", "H", "H", "H", "H", "H", "H", "H", "H", "H", "H", "H", "H", "H", "H", "H", "H", "H", "H", "H", "H", "H", "H"],
  "coordinates": [[-0.50, 3.54, 0.69], [-3.92, -0.35, -0.03], [0.13, 0.54, -2.16], [3.85, 0.10, -0.04], [-1.55, 3.01, 1.02], [-3.33, -0.49, -1.05], [-0.50, 0.75, -1.09], [2.72, 0.57, -0.07], [-3.06, -1.76, -1.49], [2.63, 1.85, -0.31], [2.25, -3.57, -0.95], [-2.19, 2.04, 0.30], [0.10, 0.48, 0.06], [-2.31, 3.53, 2.26], [3.71, 2.59, -0.87], [0.94, -3.63, -0.45], [0.72, -3.45, 1.09], [0.37, -2.09, 1.70], [-2.87, 0.70, -1.85], [1.48, -1.03, 1.55], [-1.83, 1.60, -1.05], [1.45, -0.25, 0.26], [-3.38, -2.57, -0.90], [-2.37, -1.96, -2.22], [1.71, 2.18, -0.49], [2.30, -3.46, -1.97], [2.93, -2.82, -0.45], [-3.20, 1.88, 0.49], [-0.30, 0.90, 0.90], [-3.31, 3.11, 2.39], [-2.33, 4.67, 2.38], [-1.87, 3.14, 3.13], [4.50, 2.36, -0.09], [4.10, 2.14, -1.73], [3.56, 3.64, -1.11], [0.67, -4.60, -0.77], [0.38, -2.93, -1.08], [-0.14, -4.12, 1.31], [1.61, -3.86, 1.62], [-0.58, -1.77, 1.24], [0.19, -2.11, 2.80], [-2.49, 0.38, -2.80], [-3.77, 1.28, -2.04], [2.47, -1.47, 1.66], [1.30, -0.28, 2.36], [-1.65, 2.49, -1.59], [1.39, -0.91, -0.57]]
}